1.
C27H35ClCoN4O4P2 | the ωB97M-V functional and the def2-TZVPD basis

Calculated values
total energy = -111430.608 eV
<S²> = 3.762
E_HOMO (spin up / spin down) = -0.312 / -0.312 Eh
HOMO-LUMO gap (spin up / spin down) = 7.39 / 7.07 eV

Geometry as ORCA input:
```
! wB97M-V def2-TZVPD RIJCOSX def2/J DEFGRID3
* xyz 0 4
Co 0.0560 -1.4052 4.0130
C -1.1307 1.6468 4.7111
C -1.5025 0.6986 3.8085
C -1.1777 0.7890 2.2955
C 0.1245 0.2686 1.6621
C 1.3667 0.3264 2.5467
C 1.7003 1.3160 3.3930
C 0.9937 2.5884 3.5156
C -0.1189 2.6931 4.5899
C 1.6220 -2.1937 5.1552
H -1.6665 1.7311 5.6618
H -2.4800 0.1423 4.0146
H -1.3166 1.8296 1.9435
H -1.9510 0.1721 1.7919
H 0.0306 -0.8101 1.3878
H 0.2186 0.8151 0.6943
H 2.1435 -0.4098 2.2317
H 2.4773 1.1180 4.1328
H 0.5873 3.0149 2.5913
H 1.7054 3.3350 3.8841
H 0.3308 2.7912 5.5943
H -0.6538 3.6303 4.3399
H 1.9786 -1.5633 5.9866
H 2.4820 -2.4431 4.5067
H 1.1893 -3.1134 5.5989
P 1.3860 -0.9485 -1.9699
P -1.9101 -0.6282 -1.8201
N 2.7733 0.0932 -2.2189
N 2.0780 -2.3067 -3.0977
N -2.0732 1.1799 -1.9587
N -3.5041 -1.0307 -2.4844
C 0.4132 -0.1680 -3.3507
C -1.0021 -0.7423 -3.4340
C 3.6197 0.4730 -1.1675
C 4.6680 1.2212 -1.6781
C 4.4792 1.3143 -3.0982
C 3.3206 0.6065 -3.4057
C 2.2556 -3.6201 -2.6585
C 2.7346 -4.4031 -3.7215
C 2.7757 -3.5692 -4.8852
C 2.4136 -2.2869 -4.4579
C -1.8674 1.9201 -0.7937
C -1.9382 3.2737 -1.0819
C -2.1204 3.3992 -2.4934
C -2.1928 2.1022 -3.0056
C -4.3185 -0.3574 -3.4063
C -5.4442 -1.1334 -3.6722
C -5.2838 -2.3626 -2.9450
C -4.0861 -2.2867 -2.2564
H 0.9175 -0.3669 -4.3030
H 0.3903 0.9291 -3.2407
H -1.5729 -0.2240 -4.2166
H -0.9723 -1.8090 -3.7014
H 3.3794 0.1717 -0.1592
H 5.4920 1.6506 -1.1189
H 5.0993 1.8287 -3.8281
H 2.8442 0.4320 -4.3679
H 2.0359 -3.9012 -1.6414
H 3.0424 -5.4400 -3.6805
H 3.0193 -3.8395 -5.9196
H 2.3897 -1.3804 -5.0337
H -1.7357 1.4054 0.1390
H -1.8753 4.0758 -0.3560
H -2.1942 4.3231 -3.0709
H -2.3702 1.7749 -4.0223
H -4.0344 0.6165 -3.7896
H -6.2736 -0.8573 -4.3123
H -5.9769 -3.1894 -2.9449
H -3.5822 -2.9978 -1.6214
O -0.1566 -0.8806 8.3725
Cl -0.4238 0.0254 7.2850
O -1.6789 0.7691 7.5001
O 0.6502 0.9795 7.0698
O -0.5986 -0.8035 5.9728
*
```

2.
C24H20F3FeNO9S | the ωB97M-V functional and the def2-TZVPD basis

Calculated values
total energy = -98509.304 eV
<S²> = 6.008
E_HOMO (spin up / spin down) = -0.084 / -0.076 Eh
HOMO-LUMO gap (spin up / spin down) = 6.49 / 6.28 eV

Geometry as ORCA input:
```
! wB97M-V def2-TZVPD RIJCOSX def2/J DEFGRID3
* xyz -2 5
Fe -0.5339 -0.9442 0.4511
O -3.3147 -2.7742 5.7375
C -2.6503 -2.5815 4.5558
C -1.2711 -2.4201 4.5213
C -0.6747 -2.2053 3.2959
N -1.3755 -2.1818 2.1773
C -2.6902 -2.3338 2.2011
C -3.3820 -2.5443 3.3781
C -3.3617 -2.1889 0.8353
O -4.5322 -2.5809 0.7229
O -2.6027 -1.6778 -0.0351
C 0.8165 -1.9107 3.1207
O 1.5747 -2.2327 4.0422
O 1.1087 -1.3495 2.0108
H -2.6730 -2.6891 6.4461
H -0.6606 -2.4367 5.4187
H -4.4594 -2.6413 3.3671
C 1.3728 -4.2160 -2.0165
C 1.7179 -3.2443 -0.8948
C 3.0162 -3.6380 -0.1995
O 0.6265 -3.2871 0.0076
C 1.8911 -1.8377 -1.5488
O 2.8036 -1.6922 -2.3727
O 1.0237 -0.9599 -1.2234
H 1.3642 -5.2395 -1.6318
H 2.1053 -4.1283 -2.8203
H 0.3787 -3.9790 -2.4031
H 2.9922 -4.6961 0.0748
H 3.1468 -3.0415 0.7078
H 3.8539 -3.4504 -0.8715
H 0.9049 -2.9252 0.8791
O -0.9636 0.7046 -1.1723
S -0.0798 1.2037 -2.2660
C 1.3051 2.1090 -1.5440
C 2.3869 2.4379 -2.3425
C 3.4457 3.1429 -1.7891
C 3.4300 3.4786 -0.4397
C 2.3582 3.0960 0.3588
C 1.2839 2.4161 -0.1949
C -0.9359 2.7814 -2.7054
C -2.0513 3.1302 -1.9575
C -2.7076 4.3274 -2.2178
C -2.2534 5.1685 -3.2260
C -1.1430 4.8074 -3.9800
C -0.4870 3.6124 -3.7225
H 2.4223 2.1155 -3.3788
H 4.2940 3.4163 -2.4052
H 4.2651 4.0168 -0.0066
H 2.3502 3.3209 1.4196
H 0.4454 2.1005 0.4174
H -2.3704 2.4682 -1.1596
H -3.5678 4.6055 -1.6213
H -2.7555 6.1102 -3.4192
H -0.7831 5.4648 -4.7627
H 0.3917 3.3413 -4.3010
F -1.9981 0.5165 2.8479
C -1.0840 0.8102 1.8457
F -1.6734 1.9220 1.2278
F -0.0404 1.4034 2.5615
*
```

3.
C5H4N2 | the ωB97M-V functional and the def2-TZVPD basis

Calculated values
total energy = -8224.010 eV
E_HOMO = -0.320 Eh
HOMO-LUMO gap = 8.12 eV

Geometry as ORCA input:
```
! wB97M-V def2-TZVPD RIJCOSX def2/J DEFGRID3
* xyz 0 1
C -0.0787 1.5797 2.0555
C -0.2926 1.0248 0.9967
C -1.0339 -1.0763 -0.0076
C -0.5416 0.3236 -0.2531
N 0.7084 0.1621 -1.0252
N 0.9740 -1.0786 -1.2085
C -0.0109 -1.8094 -0.6312
H 0.0988 2.0323 2.9968
H -1.2669 0.8618 -0.8806
H 1.3577 0.8662 -1.3490
H 0.0858 -2.8864 -0.6936
*
```

4.
C19H40CeNP3S | the ωB97M-V functional and the def2-TZVPD basis

Calculated values
total energy = -73432.035 eV
<S²> = 0.772
E_HOMO (spin up / spin down) = -0.571 / -0.570 Eh
HOMO-LUMO gap (spin up / spin down) = 4.68 / 3.43 eV

Geometry as ORCA input:
```
! wB97M-V def2-TZVPD RIJCOSX def2/J DEFGRID3
* xyz 3 2
Ce -0.0736 -1.1700 0.2294
P 0.2265 -2.8262 -1.2937
P 2.1834 -0.6631 0.4274
P -2.3556 -0.8491 -0.2353
H 0.9794 8.5685 1.1426
C -0.0026 8.4324 1.5884
C -0.1573 8.2359 2.8954
H 0.6917 8.2029 3.5733
C 0.4929 -2.2369 -3.0228
C 1.6466 -4.0138 -1.1946
C -1.0905 -4.0983 -1.5779
C 2.6833 0.6236 1.6422
C 3.4633 -1.9272 0.8767
C 2.9409 0.0451 -1.0978
C -3.2782 0.5603 0.5199
C -3.6683 -2.1359 0.0188
C -2.6273 -0.5216 -2.0219
H -0.8517 8.4655 0.9104
H -1.1393 8.0999 3.3410
H 0.6000 -3.0683 -3.7289
H 1.3956 -1.6202 -3.0400
H -0.3431 -1.6029 -3.3270
H 1.5139 -4.8243 -1.9199
H 1.7002 -4.4451 -0.1918
H 2.5900 -3.5060 -1.4067
H -0.7401 -4.8704 -2.2721
H -1.9880 -3.6358 -1.9866
H -1.3544 -4.5719 -0.6289
H 3.7704 0.5929 1.7787
H 2.1795 0.4486 2.5950
H 2.3845 1.6099 1.2826
H 4.3494 -1.8073 0.2434
H 3.0842 -2.9437 0.7667
H 3.7615 -1.7779 1.9185
H 3.8732 0.5754 -0.8734
H 2.2222 0.7405 -1.5382
H 3.1417 -0.7426 -1.8281
H -4.3189 0.5434 0.1784
H -2.8090 1.4989 0.2189
H -3.2656 0.4683 1.6085
H -4.5325 -1.9054 -0.6140
H -3.9959 -2.1383 1.0624
H -3.3053 -3.1337 -0.2396
H -3.6296 -0.1143 -2.1968
H -2.5045 -1.4559 -2.5759
H -1.8729 0.1854 -2.3728
C -0.2666 2.3127 1.0383
C -0.3003 2.6126 -0.3345
C -0.0304 3.9017 -0.7936
C 0.2814 4.9273 0.0992
C 0.3155 4.6410 1.4681
C 0.0471 3.3579 1.9331
S -0.5680 0.7182 1.7242
H 0.0534 -0.1889 -1.0810
H -0.5557 1.8150 -1.0268
H -0.0665 4.1031 -1.8621
H 0.4928 5.9300 -0.2608
H 0.5556 5.4262 2.1811
H 0.0794 3.1451 2.9985
C -0.3681 -5.8526 1.1478
C -0.2745 -4.3640 0.8558
N -0.1968 -3.1289 0.6136
H 0.0247 -6.4296 0.2851
H -1.4267 -6.1304 1.3306
H 0.2338 -6.0875 2.0493
*
```

5.
C23H24N2O6 | the ωB97M-V functional and the def2-TZVPD basis

Calculated values
total energy = -39507.217 eV
E_HOMO = -0.332 Eh
SMILES = C/C(=C\C(=O)OCC(=O)NCc1ccccc1)C(=O)OCC(=O)NCc1ccccc1
HOMO-LUMO gap = 8.66 eV

Geometry as ORCA input:
```
! wB97M-V def2-TZVPD RIJCOSX def2/J DEFGRID3
* xyz 0 1
C -0.7641 -2.1247 -2.8130
C -1.0085 -2.0850 -1.3472
C -0.1028 -2.2304 -0.3693
C 1.3520 -2.3001 -0.5455
O 1.9577 -2.3055 -1.5992
O 1.9535 -2.2843 0.6447
C 3.3725 -2.1625 0.6881
H 3.8291 -2.7435 -0.1202
H 3.6781 -2.5417 1.6631
C 3.7538 -0.6729 0.5730
O 4.1419 -0.0268 1.5196
N 3.5888 -0.1885 -0.6696
H 3.2366 -0.8076 -1.3886
C 3.6110 1.2290 -0.9587
C 2.2203 1.8129 -1.0612
C 1.9250 3.0283 -0.4580
C 0.6593 3.5791 -0.5642
C -0.3321 2.9147 -1.2662
C -0.0476 1.6982 -1.8635
C 1.2209 1.1533 -1.7672
H 1.4288 0.2118 -2.2532
H -0.8108 1.1782 -2.4256
H -1.3192 3.3451 -1.3517
H 0.4459 4.5283 -0.0947
H 2.6922 3.5471 0.0977
H 4.1627 1.7149 -0.1508
H 4.1486 1.3852 -1.9007
H -0.4221 -2.1994 0.6633
C -2.4041 -1.7984 -0.8878
O -2.9202 -2.2705 0.0876
O -2.9871 -0.8711 -1.6703
C -4.2298 -0.3642 -1.2000
H -4.6301 0.2544 -2.0054
H -4.9227 -1.1812 -0.9790
C -4.0728 0.4741 0.0817
O -4.9928 0.6301 0.8499
N -2.8549 1.0282 0.2205
H -2.1376 0.8327 -0.4629
C -2.3945 1.6195 1.4632
C -1.3501 0.7307 2.0886
C -1.7259 -0.4953 2.6249
C -0.7723 -1.3436 3.1590
C 0.5633 -0.9740 3.1625
C 0.9449 0.2434 2.6254
C -0.0091 1.0890 2.0850
H 0.2899 2.0381 1.6637
H 1.9850 0.5314 2.6237
H 1.3072 -1.6338 3.5823
H -1.0741 -2.2940 3.5740
H -2.7665 -0.7843 2.6155
H -3.2723 1.7116 2.1075
H -1.9843 2.6125 1.2583
H -1.2151 -1.2584 -3.2929
H 0.2983 -2.1686 -3.0276
H -1.2437 -3.0114 -3.2286
*
```

6.
C31H80BrN2O14 | the ωB97M-V functional and the def2-TZVPD basis

Calculated values
total energy = -135118.561 eV
E_HOMO = -0.404 Eh
HOMO-LUMO gap = 5.96 eV

Geometry as ORCA input:
```
! wB97M-V def2-TZVPD RIJCOSX def2/J DEFGRID3
* xyz 1 1
N 11.2424 -1.6508 0.2255
C 10.5977 -0.2990 0.2242
O 9.1733 -0.3163 -0.0586
C 8.4028 -0.6035 1.0846
O 8.7605 -0.5109 2.2739
C 6.8814 -1.0707 0.7981
C 6.3317 -2.4480 1.2441
C 4.8698 -2.8113 0.8787
N 4.0406 -1.8792 0.1350
C 4.4513 -0.5754 -0.3112
C 5.8980 -0.1281 0.0133
Br 6.4392 1.6786 -0.6440
H 12.0586 -1.5720 -0.4153
H 10.6487 -2.3682 -0.2156
H 10.8914 0.2652 1.1735
H 11.0864 0.2872 -0.6471
H 7.0336 -3.1489 1.7996
H 4.4476 -3.8388 1.1661
H 3.0739 -2.1805 -0.1037
H 3.7125 0.0664 -0.9097
C 3.1734 2.3453 2.4130
C 2.0176 2.2887 1.4348
O 1.7250 0.9330 1.0996
H 4.0613 1.8745 1.9822
H 3.4134 3.3779 2.6757
H 2.9334 1.7963 3.3285
H 2.2694 2.8190 0.5140
H 1.1205 2.7467 1.8615
H 1.4945 0.4745 1.9188
C 1.4522 -3.7090 3.5787
C 1.0433 -3.5802 2.1248
O 1.6537 -4.6045 1.3498
H 2.5392 -3.6440 3.6792
H 0.9947 -2.9234 4.1844
H 1.1528 -4.6813 3.9797
H 1.3640 -2.6152 1.7231
H -0.0426 -3.6579 2.0161
H 1.3591 -5.4532 1.7069
C -2.2731 3.4558 -1.2716
C -0.8976 3.3444 -0.6474
O -0.2874 4.6291 -0.5702
H -2.2064 3.8878 -2.2735
H -2.7500 2.4761 -1.3409
H -2.9134 4.1178 -0.6813
H -0.2546 2.6999 -1.2511
H -0.9587 2.9237 0.3615
H -0.8571 5.1908 -0.0274
C 1.8790 7.5822 1.3095
C 1.4808 7.7161 -0.1470
O 2.0910 6.6893 -0.9195
H 2.9652 7.6419 1.4170
H 1.4209 8.3689 1.9137
H 1.5719 6.6096 1.7067
H 1.8079 8.6787 -0.5456
H 0.3944 7.6453 -0.2633
H 1.7889 5.8403 -0.5665
C -3.8858 -1.6872 -0.9697
C -3.3280 -0.2853 -1.1120
O -2.8534 0.1809 0.1473
H -4.7021 -1.7040 -0.2425
H -4.2588 -2.0576 -1.9271
H -3.1172 -2.3743 -0.6018
H -4.1035 0.4010 -1.4586
H -2.5016 -0.2627 -1.8296
H -2.1627 -0.4269 0.4415
C 6.8624 -5.9725 -1.1512
C 8.2440 -6.0741 -0.5363
O 8.8476 -4.7846 -0.4682
H 6.9209 -5.5429 -2.1550
H 6.3894 -6.9543 -1.2150
H 6.2216 -5.3117 -0.5582
H 8.8863 -6.7161 -1.1424
H 8.1922 -6.4914 0.4717
H 8.2778 -4.2250 0.0768
C 6.0720 -9.3681 2.9148
C 6.9561 -8.6607 1.9076
O 6.3116 -7.4842 1.4268
H 5.1140 -9.6367 2.4621
H 6.5529 -10.2755 3.2870
H 5.8516 -8.7135 3.7633
H 7.1559 -9.3095 1.0523
H 7.9131 -8.3785 2.3579
H 6.1462 -6.9117 2.1876
C -8.0776 -1.3711 -4.1870
C -6.7013 -1.4827 -3.5625
O -6.0942 -0.1978 -3.4853
H -8.0100 -0.9383 -5.1886
H -8.5546 -2.3492 -4.2575
H -8.7181 -0.7094 -3.5963
H -6.0582 -2.1267 -4.1667
H -6.7619 -1.9040 -2.5533
H -6.6657 0.3623 -2.9417
C -12.7207 -4.0592 -4.9097
C -11.3438 -4.1659 -4.2849
O -10.7374 -2.8806 -4.2077
H -12.6548 -3.6268 -5.9113
H -13.1950 -5.0410 -4.9798
H -13.3634 -3.3996 -4.3192
H -10.6989 -4.8077 -4.8889
H -11.4040 -4.5877 -3.2765
H -11.3086 -2.3211 -3.6647
C -5.5566 2.7712 2.0291
C -6.6795 2.3537 1.1013
O -6.1505 1.9327 -0.1518
H -4.9756 3.5852 1.5866
H -5.9502 3.1016 2.9928
H -4.8644 1.9405 2.1973
H -7.3557 3.1913 0.9187
H -7.2581 1.5311 1.5327
H -5.5598 1.1847 0.0178
C -8.2966 3.4640 6.5358
C -8.6921 3.5941 5.0783
O -8.0742 2.5695 4.3075
H -7.2110 3.5297 6.6459
H -8.7605 4.2489 7.1379
H -8.5992 2.4908 6.9334
H -8.3691 4.5580 4.6794
H -9.7775 3.5175 4.9598
H -8.3713 1.7202 4.6601
C 1.7570 7.7719 -5.1004
C 3.0067 8.4974 -4.6418
O 2.9028 8.8317 -3.2642
H 0.8726 8.3943 -4.9421
H 1.8219 7.5138 -6.1604
H 1.6088 6.8544 -4.5233
H 3.1395 9.4235 -5.2051
H 3.8957 7.8748 -4.7868
H 2.7947 8.0067 -2.7713
*
```